DFT (the ωB97M-V functional and the def2-TZVPD basis) results for a 2-piece molecular cluster, C10H11P overall at a distorted geometry.

XYZ file:
```
22
C10H11P, DFT the ωB97M-V functional and the def2-TZVPD basis
C 4.16139 -1.76434 0.27605
C 3.34791 -2.04990 -0.83086
C 4.07023 -0.56893 0.96687
C 2.54621 -1.04644 -1.26988
C 3.06158 0.34880 0.66161
C 2.32472 0.08579 -0.48518
C -4.34985 1.36308 0.36683
C -3.46403 1.05952 -0.36037
C -5.50090 1.32694 1.17122
C -2.22193 0.71148 -0.97231
P 1.20860 1.41714 -0.98613
H 4.62200 -2.68561 0.55881
H 3.51383 -3.00274 -1.24009
H 4.66305 -0.51221 1.87479
H 2.08452 -1.20743 -2.35366
H 2.95917 1.29967 1.26541
H -5.86941 0.31650 1.04502
H -6.36712 1.89313 1.11317
H -5.26730 1.42628 2.21035
H -2.21279 -0.29415 -1.51469
H -1.60572 0.43376 -0.08678
H -1.70415 1.44968 -1.41017
```

The calculation puts the calculated total energy at -19831.361 eV. The spin multiplicity is 1. For the HOMO-LUMO gap (spin up / spin down), the calculation gives 6.55 / 7.02 eV. The HOMO energy (spin up / spin down) comes out at -7.6 / -8.3 eV.